No. 1
A structure of composition C21H38NO8Zn at a distorted geometry, computed with wB97M-V/def2-TZVPD.

Gap between HOMO and LUMO = 6.30 eV
Energy above the lowest of the compared OMol25 structures with the same formula, charge and spin = 0.7646 eV
Total charge = -1
Highest occupied orbital energy = -4.0 eV
E_LUMO = 2.32 eV
DFT total energy = -88681.6320 eV
Maximum force = 2.5 eV/Å

```
69
C21H38NO8Zn (wB97M-V/def2-TZVPD)
O 1.935 -0.421 1.319
H 2.420 -1.675 -4.038
H 1.561 3.552 2.282
O 0.927 -0.146 -1.450
C -3.030 2.121 -0.319
H -0.917 3.656 3.152
H -2.368 4.031 -2.101
H 4.649 -1.768 1.357
O -0.653 0.835 0.621
O -0.424 -6.300 3.979
C -0.228 3.104 1.147
C -1.480 4.777 -0.245
O 1.182 -2.943 0.132
H 3.330 0.965 0.771
H 1.854 2.851 0.742
H 0.786 0.797 -1.237
H -0.587 3.994 -1.918
H -1.091 -3.676 3.985
H 3.881 -0.940 2.638
H 1.897 -0.117 2.231
H -2.012 -1.811 -3.569
C -1.230 3.042 2.304
C -1.504 1.461 -2.113
C 0.872 -3.745 1.108
H -3.338 2.915 0.365
H 1.873 -5.314 0.142
C -2.551 -2.229 -2.715
C -0.254 4.567 0.598
H -0.521 1.478 -2.584
H -3.198 -1.427 -2.358
C -0.407 -4.045 3.235
C 1.333 -5.043 1.036
H 5.179 -0.100 1.644
Zn 0.216 -1.046 0.331
H 3.369 -0.446 -0.236
H -3.200 -3.028 -3.075
C -0.025 -3.239 2.203
H -1.721 0.426 -1.841
C -0.034 -5.443 3.208
C 2.195 -1.411 -3.003
H -0.237 5.257 1.440
C 1.214 -0.256 -2.850
H 1.243 1.826 2.104
H -3.008 1.252 0.345
O -0.525 -2.035 2.138
H -1.470 5.817 -0.610
H -2.486 4.758 0.196
H -1.242 2.009 2.666
H -2.293 1.809 -2.780
H -0.618 -2.958 -1.965
C 1.176 2.785 1.595
O -1.542 -1.690 -0.576
H -3.824 2.009 -1.057
H 0.276 -0.462 -3.380
C -1.613 -2.689 -1.623
C 4.321 -0.773 1.653
H 1.670 -2.249 -2.544
H -2.046 -3.587 -1.173
C -1.550 3.816 -1.416
C -1.605 2.371 -0.877
H 1.543 0.710 -3.242
O 1.255 -7.143 2.100
H 0.543 4.768 -0.126
H 3.148 -1.187 -2.531
C 3.225 -0.122 0.792
H -2.254 3.258 2.011
C 0.931 -5.964 2.049
H -2.401 -1.697 -0.143
N -0.519 2.103 0.079
```

No. 2
A cluster of 16 separate species, C21H39BCl33O in total at a distorted geometry, computed with wB97M-V/def2-TZVPD.

Gap between HOMO and LUMO = 5.27 eV
Energy above the lowest of the compared OMol25 structures with the same formula, charge and spin = 0.0000 eV
Total charge = -1
Highest occupied orbital energy = -3.9 eV
E_LUMO = 1.40 eV
DFT total energy = -438375.9673 eV
Maximum force = 1.7 eV/Å

```
95
C21H39BCl33O (wB97M-V/def2-TZVPD)
H -9.028 1.619 2.481
Cl -1.024 -9.904 -2.798
C -9.351 4.889 -0.870
H 1.397 -0.666 3.447
Cl -10.975 5.176 -0.216
Cl -1.595 -9.714 0.065
Cl 3.112 -11.058 -1.318
Cl -1.443 -3.537 -1.369
H 0.055 -4.082 0.324
H -4.015 2.734 2.594
Cl -3.841 6.294 0.962
H -0.226 3.282 2.922
H -9.255 5.431 -1.802
C -3.219 2.581 3.331
O 1.032 -0.361 2.609
Cl -1.444 -0.856 0.955
H -9.228 3.825 -1.036
Cl -4.318 0.770 5.088
Cl 4.713 1.150 -7.835
H 5.433 3.437 2.116
H 6.061 -0.590 -8.658
C -3.191 1.152 3.773
H -1.496 -3.506 0.970
C 5.477 -0.441 -7.756
H -1.544 2.209 -1.110
H 6.107 -0.481 -6.874
Cl -1.544 -5.821 0.490
C 7.962 -0.692 -3.746
H 7.702 -1.724 -3.953
H 1.149 1.197 4.677
C -1.398 0.447 2.233
Cl -5.486 5.606 3.275
C -9.317 4.943 4.397
H -6.175 6.329 1.150
Cl -7.501 2.037 4.220
H -2.999 -9.184 -1.743
C 1.783 -11.481 -0.230
H -8.671 4.080 4.237
C 2.846 -2.043 -4.936
H 0.228 3.624 4.584
Cl 7.666 0.265 -5.204
Cl -2.559 -1.483 3.886
C -2.205 2.727 -0.427
H 1.464 3.139 3.425
Cl -10.098 5.307 2.848
C 8.392 2.190 3.767
C -1.942 -9.062 -1.541
H 7.346 -0.300 -2.947
H 8.883 1.229 3.673
H 7.747 -2.540 -11.265
Cl 7.584 2.558 2.237
H -2.282 2.827 2.843
C -2.418 0.186 3.269
Cl -3.757 3.015 -1.245
Cl 1.367 -1.608 -4.074
C -1.021 -4.143 0.230
H -5.416 7.636 2.088
Cl 7.630 -0.333 -10.466
Cl 3.830 2.458 3.509
Cl 3.901 5.194 2.461
C 4.352 3.504 2.186
C -7.994 1.349 2.667
H -1.673 -8.012 -1.552
H 2.982 -3.117 -4.868
Cl 7.865 -2.830 -8.937
H -10.084 4.712 5.127
Cl 9.604 3.407 4.182
Cl -8.363 6.303 4.999
H 7.644 2.161 4.550
Cl -1.437 4.245 0.061
C 0.221 1.506 4.173
H 1.317 -10.569 0.123
H -2.377 2.127 0.464
B -0.046 0.497 2.960
C 8.223 -2.001 -10.455
Cl -8.086 5.435 0.233
H -3.357 3.259 4.172
C 2.707 -2.395 0.829
C -5.357 6.589 1.811
H -7.886 0.272 2.723
Cl 4.271 -1.244 -4.246
H 2.220 -1.724 1.526
Cl 4.280 -1.741 -7.626
H 1.064 -12.081 -0.775
H 3.881 3.164 1.270
H 2.755 -1.739 -5.969
H -0.578 1.435 4.914
Cl 9.656 -0.623 -3.245
Cl 2.138 -2.011 -0.793
H 3.783 -2.275 0.861
Cl 2.351 -12.406 1.168
C 0.432 2.968 3.731
Cl 2.312 -4.070 1.272
H 9.298 -1.982 -10.593
Cl -7.001 1.953 1.338
```